Below is the molecule C24H41N3O6, with properties calculated with the ωB97M-V functional and the def2-TZVPD basis.

Each atom is followed by the atoms it is bonded to, with distances in Å.
Geometry (Å):
1 C 5.538 1.511 2.379  C2 1.524, H34 1.088, H35 1.087, H36 1.087
2 C 4.959 1.292 0.986  C1 1.524, C3 1.533, H37 1.091, H38 1.091
3 C 5.441 -0.012 0.340  C2 1.533, C4 1.526, C5 1.549, H39 1.096
4 C 6.872 0.112 -0.173  C3 1.526, H40 1.088, H41 1.087, H42 1.086
5 C 4.475 -0.396 -0.809  C3 1.549, N6 1.444, C31 1.519, H43 1.094
6 N 3.168 -0.724 -0.291  C5 1.444, C7 1.352, H44 1.009
7 C 2.057 -0.008 -0.572  N6 1.352, O8 1.215, C9 1.519
8 O 2.089 1.036 -1.193  C7 1.215
9 C 0.771 -0.582 -0.002  C7 1.519, C10 1.531, C30 1.529, H45 1.095
10 C 0.794 -0.589 1.529  C9 1.531, C11 1.526, H46 1.093, H47 1.092
11 C -0.574 -1.007 2.060  C10 1.526, C12 1.531, H48 1.093, H49 1.090
12 C -0.990 -2.377 1.518  C11 1.531, C13 1.539, C29 1.531, H50 1.096
13 C -2.407 -2.745 1.995  C12 1.539, N14 1.444, H51 1.094, H52 1.093
14 N -3.409 -1.856 1.458  C13 1.444, C15 1.343, H53 1.015
15 C -4.137 -2.172 0.376  N14 1.343, O16 1.214, C17 1.545
16 O -4.216 -3.283 -0.105  C15 1.214
17 C -4.892 -0.952 -0.200  C15 1.545, C18 1.526, N21 1.460, H54 1.095
18 C -5.774 -1.350 -1.380  C17 1.526, C19 1.528, H55 1.088, H56 1.090
19 C -4.807 -1.272 -2.560  C18 1.528, C20 1.526, H57 1.088, H58 1.090
20 C -3.962 -0.043 -2.237  C19 1.526, N21 1.453, H59 1.092, H60 1.096
21 N -3.943 -0.009 -0.784  C17 1.460, C20 1.453, C22 1.347
22 C -3.335 0.956 -0.067  N21 1.347, O23 1.221, O24 1.338
23 O -3.358 0.984 1.153  C22 1.221
24 O -2.700 1.819 -0.868  C22 1.338, C25 1.451
25 C -2.139 3.054 -0.352  O24 1.451, C26 1.529, C27 1.527, C28 1.529
26 C -3.241 3.874 0.319  C25 1.529, H61 1.088, H62 1.086, H63 1.087
27 C -0.991 2.785 0.619  C25 1.527, H64 1.087, H65 1.087, H66 1.086
28 C -1.616 3.766 -1.599  C25 1.529, H67 1.087, H68 1.086, H69 1.087
29 C -0.921 -2.402 -0.011  C12 1.531, C30 1.525, H70 1.091, H71 1.092
30 C 0.459 -1.990 -0.513  C9 1.529, C29 1.525, H72 1.093, H73 1.092
31 C 4.996 -1.615 -1.551  C5 1.519, O32 1.203, O33 1.330
32 O 4.792 -2.748 -1.203  C31 1.203
33 O 5.701 -1.301 -2.635  C31 1.330, H74 0.971
34 H 5.269 0.689 3.038  C1 1.088
35 H 6.622 1.587 2.351  C1 1.087
36 H 5.146 2.432 2.804  C1 1.087
37 H 5.228 2.128 0.339  C2 1.091
38 H 3.871 1.271 1.060  C2 1.091
39 H 5.396 -0.816 1.085  C3 1.096
40 H 7.266 -0.856 -0.474  C4 1.088
41 H 6.912 0.782 -1.029  C4 1.087
42 H 7.518 0.507 0.606  C4 1.086
43 H 4.366 0.444 -1.501  C5 1.094
44 H 3.091 -1.633 0.139  N6 1.009
45 H -0.032 0.084 -0.336  C9 1.095
46 H 1.557 -1.284 1.887  C10 1.093
47 H 1.045 0.407 1.901  C10 1.092
48 H -0.551 -1.038 3.152  C11 1.093
49 H -1.308 -0.256 1.765  C11 1.090
50 H -0.303 -3.134 1.912  C12 1.096
51 H -2.452 -2.712 3.087  C13 1.094
52 H -2.663 -3.751 1.654  C13 1.093
53 H -3.366 -0.877 1.726  N14 1.015
54 H -5.441 -0.465 0.613  C17 1.095
55 H -6.171 -2.353 -1.244  C18 1.088
56 H -6.595 -0.643 -1.500  C18 1.090
57 H -5.314 -1.182 -3.518  C19 1.088
58 H -4.184 -2.166 -2.569  C19 1.090
59 H -2.943 -0.106 -2.626  C20 1.092
60 H -4.419 0.875 -2.623  C20 1.096
61 H -4.073 4.017 -0.368  C26 1.088
62 H -2.851 4.847 0.606  C26 1.086
63 H -3.602 3.363 1.208  C26 1.087
64 H -0.179 2.270 0.112  C27 1.087
65 H -0.615 3.732 0.997  C27 1.087
66 H -1.337 2.188 1.458  C27 1.086
67 H -0.852 3.159 -2.078  C28 1.087
68 H -1.185 4.723 -1.324  C28 1.086
69 H -2.426 3.929 -2.306  C28 1.087
70 H -1.172 -3.401 -0.370  C29 1.091
71 H -1.662 -1.710 -0.417  C29 1.092
72 H 1.206 -2.704 -0.158  C30 1.093
73 H 0.476 -2.003 -1.605  C30 1.092
74 H 6.025 -2.099 -3.083  O33 0.971

## Properties
HOMO-LUMO gap: 9.72 eV
SMILES string: CC[C@H](C)[C@H](NC(=O)[C@H]1CC[C@H](CNC(=O)[C@@H]2CCCN2C(=O)OC(C)(C)C)CC1)C(=O)O
Lowest unoccupied orbital energy: 0.658 eV
Highest occupied orbital energy: -9.06 eV
ΔE to the lowest compared entry with this formula, charge and spin: 0.0 kJ/mol
Calculated total energy: -42312.865 eV
Net charge: 0